The following is a DFT calculation (ωB97M-V/def2-TZVPD) of a single C19H13FO2 molecule.

The value obtained for the gap between HOMO and LUMO is 7.729 eV. The structure (SMILES) is CC#Cc1cc(O)cc2ccc(-c3ccc(O)c(F)c3)cc12.

```
! wB97M-V def2-TZVPD RIJCOSX def2/J DEFGRID3
* xyz 0 1
C 3.283 3.572 0.017
C 1.969 3.145 0.521
C 0.867 2.763 0.849
C -0.465 2.348 1.212
C -1.249 3.235 1.887
C -2.590 2.982 2.079
O -3.341 3.884 2.798
C -3.158 1.806 1.626
C -2.346 0.818 1.001
C -2.900 -0.425 0.587
C -2.073 -1.425 0.002
C -0.717 -1.224 -0.138
C 0.222 -2.190 -0.804
C -0.278 -2.911 -1.920
C 0.563 -3.788 -2.629
C 1.850 -4.062 -2.183
O 2.546 -5.081 -2.809
C 2.351 -3.389 -1.084
F 3.539 -3.707 -0.526
C 1.565 -2.391 -0.437
C -0.223 0.098 0.142
C -0.997 1.113 0.767
H 3.168 4.323 -0.757
H 3.814 2.700 -0.415
H 3.881 3.922 0.883
H -0.834 4.155 2.217
H -2.902 4.728 2.698
H -4.199 1.664 1.901
H -3.990 -0.544 0.735
H -2.531 -2.384 -0.282
H -1.295 -2.758 -2.262
H 0.155 -4.320 -3.455
H 3.479 -5.054 -2.548
H 2.027 -1.930 0.400
H 0.808 0.329 -0.073
*
```


The following is a DFT calculation (ωB97M-V/def2-TZVPD) of a gas-phase ion, C3H8NO2 (charge -1).

The value obtained for the gap between HOMO and LUMO is 6.320 eV. The structure (SMILES) is [O-]CNCCO.

```
! wB97M-V def2-TZVPD RIJCOSX def2/J DEFGRID3
* xyz -1 1
O -2.537 -0.279 0.690
C -2.034 0.369 -0.339
N -0.660 -0.123 -0.827
C 0.263 -0.308 0.279
C 1.620 0.327 0.040
O 2.565 -0.120 1.022
H -1.847 1.480 -0.249
H -2.622 0.344 -1.290
H -0.872 -0.963 -1.339
H -0.204 0.204 1.124
H 0.356 -1.362 0.561
H 1.959 0.105 -0.979
H 1.577 1.404 0.181
H 2.436 -1.078 1.126
*
```


The following is a DFT calculation (ωB97M-V/def2-TZVPD) of a molecular structure, IO4V2.

The value obtained for the gap between HOMO and LUMO is 3.927 eV.

```
! wB97M-V def2-TZVPD RIJCOSX def2/J DEFGRID3
* xyz 1 1
O 1.252 -0.273 -0.186
V 1.062 -1.464 -1.211
O -0.433 -1.429 -1.628
O -2.084 2.976 2.568
V -1.012 1.888 2.360
O -0.945 1.612 0.832
I 2.160 -3.310 -2.736
*
```